[1]
Computed, not measured: a molecular structure, C30H31N7O3PdS at a distorted geometry, with ωB97M-V/def2-TZVPD.

The energy relative to the best compared isomer or geometry (same formula, charge and spin) is 32.4 kJ/mol. Its net charge is +2. The highest occupied orbital energy (spin up / spin down) is -12.9 / -12.5 eV. The calculation puts the HOMO-LUMO gap (spin up / spin down) at 3.66 / 2.86 eV.

Atoms and positions in Å:
C (-1.880, 0.412, 2.244)
C (4.062, -2.393, 3.287)
H (-3.467, -1.829, 4.704)
C (0.007, -5.458, -6.127)
C (-1.990, 4.391, -0.998)
O (-1.041, -1.636, 1.314)
H (4.444, -2.590, 2.295)
C (-0.058, -6.222, -4.965)
C (4.827, -3.234, 6.829)
C (-1.438, -3.156, 3.529)
N (-0.694, -1.595, -1.816)
C (-0.989, 2.173, -0.816)
H (5.590, -3.516, 4.291)
C (-3.730, -3.664, -2.361)
H (-0.456, -7.227, -5.006)
C (2.909, -1.614, 3.440)
H (-2.961, 0.524, 2.088)
H (-1.539, 4.809, -0.099)
H (0.604, -3.586, -6.983)
H (-1.605, 0.920, 3.169)
N (1.512, -2.388, -4.899)
H (1.361, -4.072, -2.760)
C (-1.550, -1.076, 2.306)
C (4.201, -2.639, 5.669)
H (-2.294, -3.804, 3.342)
H (-5.690, -3.240, -1.601)
H (2.728, -1.597, 6.829)
C (0.994, -3.672, -4.860)
N (5.310, -3.725, 7.748)
H (-2.025, 5.173, -1.748)
N (2.006, -1.647, -3.926)
H (-2.711, 2.106, 0.462)
H (-1.079, -3.324, 4.543)
C (-4.660, -2.912, -1.649)
C (2.434, -1.323, 4.723)
N (-0.052, -1.935, -2.822)
H (-0.879, 4.308, -3.306)
C (-2.415, -3.245, -2.435)
H (1.746, -2.017, -5.815)
H (0.393, -6.327, -2.863)
H (-1.336, 2.978, 1.160)
H (-1.671, -3.817, -2.975)
H (-0.352, -5.860, -7.064)
N (-1.825, -1.750, 3.410)
O (-1.163, 0.917, 1.157)
H (-4.036, -4.576, -2.855)
H (-0.951, 2.545, -3.489)
H (-2.629, -0.414, -0.578)
C (-0.596, 3.360, -2.861)
H (-2.926, -0.195, 4.342)
C (-2.959, -1.330, -1.052)
C (-4.279, -1.743, -1.001)
C (-2.590, -1.207, 4.534)
H (1.565, -0.689, 4.840)
C (2.193, -1.159, 2.290)
C (0.945, -4.442, -3.686)
C (3.081, -1.827, 5.833)
H (-3.014, 4.087, -0.782)
S (2.122, -0.768, -1.514)
H (-1.978, -1.214, 5.435)
C (0.418, -5.712, -3.753)
C (1.321, -1.491, -2.815)
C (4.702, -2.908, 4.398)
O (-0.320, 1.224, -1.259)
H (0.488, 3.298, -2.792)
C (-1.619, 2.104, 0.567)
C (-2.043, -2.079, -1.774)
H (-0.650, -3.379, 2.819)
C (0.541, -4.189, -6.084)
H (-5.013, -1.161, -0.460)
N (-1.196, 3.274, -1.527)
Pd (0.349, -0.743, -0.141)
C (1.583, -0.727, 1.326)

[2]
Computed, not measured: a molecular structure, C30H32BN2O6S2Tc at a distorted geometry, with ωB97M-V/def2-TZVPD.

The energy relative to the best compared isomer or geometry (same formula, charge and spin) is 62.9 kJ/mol. The spin multiplicity is 4. Its net charge is +1. The highest occupied orbital energy (spin up / spin down) is -10.9 / -10.9 eV. The calculation puts the HOMO-LUMO gap (spin up / spin down) at 7.39 / 5.77 eV.

Atoms and positions in Å:
H (-2.196, 1.404, 5.175)
H (-0.547, 0.064, -3.783)
C (5.272, -0.078, 3.331)
C (-2.131, -2.005, -1.591)
C (6.241, -0.107, 2.334)
C (3.538, -0.061, 1.645)
C (0.024, -4.893, -3.915)
H (0.187, -2.183, -4.045)
H (-1.822, 0.519, -2.648)
B (-0.099, 2.184, -0.120)
H (-2.447, 5.426, -0.796)
C (-1.412, 5.452, -0.483)
N (1.232, 0.020, 2.297)
C (3.941, -0.055, 2.985)
O (-2.121, -0.044, -0.322)
H (-3.020, -1.458, 4.434)
H (2.320, 5.406, 0.688)
C (0.598, 4.243, 0.135)
C (-2.918, -0.997, -0.800)
C (-3.208, -3.845, -0.219)
H (4.956, -0.137, -1.222)
H (3.167, -0.033, 3.741)
H (0.416, -5.707, -3.307)
C (2.112, -0.012, 1.329)
H (-0.145, 0.289, -2.087)
S (-0.383, 0.047, 4.402)
H (1.145, 7.521, 0.316)
H (-0.226, 9.207, 0.798)
O (4.171, -0.133, -0.665)
H (-2.468, 8.962, -2.145)
C (-0.731, 6.652, -0.263)
H (6.625, -0.151, 0.228)
H (-2.330, 7.965, 1.506)
H (-1.682, -5.339, -1.856)
H (-2.651, 7.206, -2.165)
H (-1.986, -0.065, 6.159)
C (4.527, -0.104, 0.637)
H (-4.247, -3.666, -0.495)
C (-2.292, -3.371, -1.314)
C (-0.935, -0.097, -2.780)
C (5.869, -0.123, 1.006)
S (-2.677, -0.034, 2.540)
C (-2.023, 0.329, 5.145)
H (-3.025, -3.305, 0.712)
C (-0.692, -3.877, -3.072)
C (-0.967, 0.020, 2.776)
H (0.277, 9.192, -0.908)
C (-3.047, -0.378, 4.295)
C (-1.958, 8.018, -1.946)
C (-1.564, -4.282, -2.065)
H (0.843, -4.439, -4.470)
C (-0.513, -2.517, -3.287)
H (-0.673, -5.326, -4.635)
C (-1.473, 7.970, -0.488)
H (5.571, -0.071, 4.370)
C (0.605, 6.602, 0.150)
O (0.994, 2.928, 0.251)
C (-0.581, 9.186, -0.234)
H (-1.149, 10.099, -0.409)
C (1.290, 5.410, 0.361)
H (-3.373, 7.217, 0.289)
Tc (-0.239, 0.087, -0.189)
H (7.291, -0.114, 2.593)
H (-3.067, -4.909, -0.038)
H (-3.206, 8.974, 0.346)
H (-4.058, -0.020, 4.483)
N (-0.044, 0.027, 1.813)
H (-1.109, 7.937, -2.626)
O (-1.169, 2.980, -0.449)
C (-0.728, 4.277, -0.288)
C (-1.210, -1.569, -2.548)
O (-4.103, -1.034, -0.618)
C (-2.672, 8.032, 0.471)
O (1.669, -0.015, 0.100)

[3]
Computed, not measured: a molecular structure, C30H32BrN4O3Ru, with ωB97M-V/def2-TZVPD.

The energy relative to the best compared isomer or geometry (same formula, charge and spin) is 0.0 kJ/mol. The spin multiplicity is 2. The highest occupied orbital energy (spin up / spin down) is -5.5 / -7.3 eV. The calculation puts the HOMO-LUMO gap (spin up / spin down) at 4.75 / 6.56 eV.

Atoms and positions in Å:
H (-5.451, 0.459, -2.070)
H (-1.832, -3.221, 5.171)
C (-3.830, -0.807, -1.558)
C (1.582, -3.025, -3.584)
C (0.939, -1.853, -3.208)
C (1.340, 3.818, 0.747)
C (0.465, -2.723, 2.972)
C (-2.598, -1.521, 0.332)
C (4.012, -0.362, 0.586)
H (2.949, -2.045, 2.375)
N (2.758, -1.073, 0.549)
C (-4.448, 0.596, -1.655)
H (4.551, -0.544, -0.347)
N (-2.583, -0.908, -0.796)
C (3.392, 1.627, 2.125)
H (-0.338, -4.143, 5.018)
O (-1.185, 1.265, 0.145)
C (-0.162, -1.533, 0.913)
C (-0.270, 4.576, -0.851)
H (4.881, 1.590, 0.606)
C (-1.229, -3.817, 4.482)
H (2.458, -2.994, -4.219)
H (-2.876, -2.830, 2.555)
H (3.463, 2.709, 2.205)
H (1.804, 6.392, -1.234)
H (-4.567, 1.011, -0.651)
N (-2.481, 1.966, -1.907)
C (2.228, -1.692, 1.643)
C (0.634, 2.589, 0.885)
N (2.017, 1.204, 2.404)
H (-1.543, -3.175, -1.334)
Br (1.952, -5.851, -3.656)
O (-1.131, 0.203, -3.395)
H (-4.358, 2.479, -2.728)
H (-0.435, -5.251, -2.024)
C (0.868, -1.984, 1.839)
H (4.626, -0.786, 1.388)
C (-0.964, 3.404, -0.805)
H (-3.570, -1.893, 0.666)
O (0.205, -0.846, -0.117)
Ru (-0.991, -0.068, -1.728)
C (-0.184, -1.874, -2.383)
C (-1.834, -2.594, 2.370)
C (-0.864, -3.027, 3.251)
H (2.068, -0.797, -0.144)
C (0.907, 4.808, -0.083)
H (-3.482, 1.141, -3.502)
C (-2.174, 3.155, -1.608)
C (-0.047, -4.295, -2.352)
H (-0.617, 5.364, -1.515)
H (1.940, 0.293, 2.843)
C (-0.546, 2.345, 0.094)
C (-3.718, 1.606, -2.542)
C (1.615, 6.131, -0.192)
H (-2.792, 4.014, -1.902)
H (-3.628, -1.189, -2.561)
H (3.245, 1.560, -0.020)
C (0.929, 1.530, 1.744)
H (4.008, 1.213, 2.925)
H (-4.571, -1.468, -1.097)
H (1.313, -0.908, -3.583)
H (2.573, 6.106, 0.326)
C (1.080, -4.238, -3.147)
H (-1.805, -4.707, 4.224)
C (3.891, 1.154, 0.764)
H (1.019, 6.936, 0.244)
C (-0.671, -3.110, -1.972)
H (0.108, 0.830, 1.875)
C (-1.503, -1.851, 1.205)
H (1.237, -3.074, 3.650)
H (2.219, 4.004, 1.349)

The lowest energy relative to the best compared isomer or geometry (same formula, charge and spin) belongs to which entry? C30H32BrN4O3Ru

Among the records above, which one has the highest energy relative to the best compared isomer or geometry (same formula, charge and spin)? C30H32BN2O6S2Tc

energy relative to the best compared isomer or geometry (same formula, charge and spin) of number 3 (C30H32BrN4O3Ru)? 0.0 kJ/mol